A molecular structure, C26H53CaN2O4Si, computed with wB97M-V/def2-TZVPD.

Output
Charge ... +1
DFT total energy ... -65313.0360 eV
E_HOMO ... -12.00 eV
Maximum force ... 0.0133 hartree/bohr

Structure (XYZ):
```
87
Properties=species:S:1:pos:R:3:lowdin_charge:R:1
Ca -0.54 -0.53 1.13 1.43
Si -0.12 -3.44 1.03 -0.02
O 0.92 -4.08 2.12 -0.12
O 0.39 -2.22 0.15 -0.42
O -0.88 -4.68 0.32 -0.10
O -1.21 -2.56 2.05 -0.28
N -2.59 0.86 0.73 -0.05
N -2.54 0.24 -0.57 -0.09
C -1.86 -2.93 3.29 -0.63
C -0.11 3.21 -1.43 -0.06
C 1.48 1.38 0.26 -0.03
C 0.54 2.24 0.84 -0.25
C 0.67 4.69 0.44 -0.04
C -2.25 -4.40 3.27 -0.01
C 1.80 0.19 2.36 -0.32
C -0.08 3.40 0.08 -0.39
C -4.51 1.55 -1.36 -0.04
C 2.49 -5.06 0.54 -0.02
C -0.92 -5.90 -1.73 -0.02
C 1.90 -5.13 1.94 -0.63
C -4.73 -0.85 -0.65 -0.03
C 0.83 1.04 2.93 -0.08
C -3.09 -2.04 3.39 -0.03
C 0.23 2.05 2.19 -0.07
C 2.97 -4.87 2.99 -0.03
C -1.65 -4.86 -0.89 -0.62
C 2.09 0.38 1.01 -0.06
C -3.45 -0.27 -2.72 -0.02
C -3.02 -5.37 -0.46 -0.02
C 1.22 -6.46 2.19 -0.02
C -3.83 0.18 -1.32 -0.63
C -1.79 -3.55 -1.65 -0.05
C -0.89 -2.64 4.43 -0.01
C 2.42 -0.93 3.14 -0.02
H 2.80 -0.29 0.52 0.14
H -0.81 -3.17 -1.96 0.09
H -1.37 -5.03 3.16 0.08
H 3.29 -5.80 0.43 0.10
H -2.82 0.48 -3.22 0.09
H -0.50 2.70 2.66 0.13
H -2.76 -4.65 4.20 0.10
H -3.32 0.38 1.25 0.08
H -2.41 -3.72 -2.54 0.10
H -4.24 -1.83 -0.62 0.07
H -3.64 -2.24 4.30 0.10
H 2.53 -4.84 3.99 0.09
H 3.47 -1.04 2.87 0.10
H 0.06 -5.53 -2.01 0.09
H 0.21 5.55 -0.05 0.09
H -1.11 3.51 0.44 0.13
H -5.65 -0.95 -1.21 0.10
H 3.72 -5.66 2.97 0.09
H -1.48 -6.12 -2.63 0.09
H -0.68 4.02 -1.89 0.09
H -3.83 2.31 -1.75 0.09
H -4.35 -0.39 -3.33 0.10
H 2.90 -4.07 0.35 0.09
H 0.66 4.87 1.52 0.08
H 2.35 -0.74 4.21 0.09
H 1.93 -7.28 2.08 0.09
H 0.90 3.25 -1.85 0.09
H -1.34 -2.88 5.39 0.10
H -2.91 -1.21 -2.70 0.07
H -4.88 1.87 -0.38 0.08
H 1.72 -5.27 -0.21 0.07
H -1.89 0.80 -1.12 0.09
H -2.86 1.84 0.68 0.09
H -2.92 -4.61 2.44 0.08
H -3.54 -4.61 0.13 0.08
H 0.02 -3.23 4.31 0.08
H 0.58 0.92 3.98 0.13
H 1.93 -1.89 2.93 0.07
H 1.74 1.48 -0.78 0.12
H -2.91 -6.27 0.16 0.09
H 1.71 4.62 0.11 0.09
H -2.80 -0.98 3.41 0.07
H -3.75 -2.21 2.53 0.09
H -3.62 -5.62 -1.33 0.09
H -0.61 -1.58 4.44 0.08
H -5.01 -0.56 0.37 0.08
H 0.40 -6.61 1.48 0.08
H -5.37 1.51 -2.03 0.10
H -2.26 -2.79 -1.02 0.05
H 3.47 -3.92 2.81 0.08
H -0.56 2.27 -1.74 0.06
H 0.81 -6.50 3.20 0.09
H -0.79 -6.82 -1.16 0.09
```